Entry 1:
Below is C29H23F6IrN5O6S2Te as an isolated structure, with properties calculated with ωB97M-V/def2-TZVPD.

⟨S²⟩	0.86
E	-3612.02097	Ha
spin multiplicity	2
orbital gap (alpha / beta)	0.20477 / 0.22212	Eh
energy above the lowest of the compared OMol25 structures with the same formula, charge and spin	279.0	kJ/mol

CARTESIAN COORDINATES (ANGSTROEM)
Ir  -0.04  -0.80  0.62
O  -0.59  2.41  3.21
C  -0.62  1.53  2.37
N  0.28  0.56  2.14
C  1.45  0.43  2.94
C  1.69  1.02  4.17
C  2.91  0.82  4.80
C  3.89  0.05  4.18
C  3.63  -0.56  2.96
C  2.38  -0.40  2.37
N  1.91  -1.09  1.24
C  2.67  -1.97  0.56
O  3.88  -1.97  0.40
C  1.85  -3.14  0.11
C  2.40  -4.19  -0.59
C  1.60  -5.28  -0.85
C  0.30  -5.30  -0.38
C  -0.16  -4.20  0.31
N  0.59  -3.13  0.54
C  -1.77  1.44  1.44
C  -2.89  2.22  1.59
C  -3.96  2.03  0.72
C  -3.84  1.07  -0.28
C  -2.67  0.36  -0.39
N  -1.65  0.56  0.46
H  0.93  1.64  4.62
H  3.10  1.26  5.76
H  4.86  -0.08  4.65
H  4.37  -1.17  2.47
H  3.43  -4.12  -0.92
H  1.98  -6.13  -1.42
H  -0.35  -6.16  -0.53
H  -1.79  -5.25  1.03
H  -2.90  2.95  2.38
H  -4.86  2.61  0.82
H  -4.65  0.88  -0.98
H  -2.52  -0.37  -1.17
F  -2.77  -1.08  -3.18
C  -2.15  -2.18  -3.64
F  -1.40  -1.83  -4.68
F  -3.10  -3.03  -4.08
S  -1.12  -3.09  -2.31
O  -1.48  -2.21  -1.11
O  0.27  -2.84  -2.76
N  -1.45  -4.30  0.92
S  -2.63  -3.28  1.37
O  -3.32  -4.01  2.39
O  -2.13  -1.97  1.67
C  -3.98  -3.25  0.04
F  -3.71  -4.19  -0.86
F  -5.11  -3.57  0.65
F  -4.14  -2.08  -0.54
C  1.87  6.36  -1.88
C  1.48  4.91  -1.77
C  2.29  4.00  -1.09
C  1.97  2.65  -1.01
C  2.89  1.75  -0.24
C  0.79  2.19  -1.64
Te  0.44  0.13  -1.86
C  -0.07  3.11  -2.28
C  -1.41  2.72  -2.85
C  0.30  4.44  -2.34
H  2.92  6.50  -1.64
H  1.28  6.96  -1.19
H  1.68  6.73  -2.89
H  3.20  4.36  -0.62
H  3.73  2.31  0.18
H  3.31  0.96  -0.87
H  2.36  1.28  0.57
H  -1.42  1.73  -3.29
H  -1.72  3.43  -3.62
H  -2.17  2.74  -2.06
H  -0.35  5.14  -2.85

These are the Löwdin partial charges, in e, on atoms 1 to 6: 1.2393 0.0816 -0.4579 0.0078 -0.2079 -0.0028

Entry 2:
Below is C29H23FFeI2N3O5 as an isolated structure, with properties calculated with ωB97M-V/def2-TZVPD.

⟨S²⟩	8.77
E	-3618.24372	Ha
spin multiplicity	6
orbital gap (alpha / beta)	0.24213 / 0.24490	Eh
energy above the lowest of the compared OMol25 structures with the same formula, charge and spin	508.4	kJ/mol

CARTESIAN COORDINATES (ANGSTROEM)
Fe  0.17  -0.21  0.18
O  0.15  1.18  -1.27
C  -0.88  2.00  -1.45
C  -0.99  2.89  -2.46
C  -2.15  3.71  -2.79
C  -3.45  3.50  -2.56
C  -3.62  1.17  -2.37
C  -1.86  1.80  -0.32
C  -1.33  2.07  0.98
N  -0.94  1.05  1.65
N  -0.31  1.25  2.87
C  0.81  0.58  2.84
O  1.29  -0.02  1.79
C  1.63  0.50  4.08
C  1.06  0.70  5.33
C  1.84  0.60  6.47
C  3.19  0.30  6.37
C  3.76  0.10  5.12
C  2.98  0.19  3.98
H  -0.12  2.98  -3.10
H  -1.95  4.60  -3.37
H  -4.22  4.20  -2.84
H  -3.88  0.98  -3.41
H  -1.08  3.09  1.28
H  0.01  0.94  5.39
H  1.39  0.75  7.45
H  3.80  0.22  7.27
H  4.82  -0.13  5.04
H  3.41  0.04  3.00
I  2.44  -1.30  -1.01
C  2.67  -2.63  0.63
I  0.90  -3.24  1.61
H  3.27  -2.10  1.36
H  3.17  -3.52  0.26
C  -6.43  -2.85  -3.44
C  -5.14  -3.43  -3.99
C  -5.20  -4.95  -3.99
C  -3.89  -5.54  -4.48
C  -2.77  -5.07  -3.60
C  -1.66  -5.85  -3.37
C  -0.63  -5.38  -2.55
F  0.43  -6.18  -2.35
C  -0.68  -4.15  -1.97
C  -1.80  -3.34  -2.19
C  -1.82  -2.00  -1.59
O  -0.88  -1.70  -0.82
C  -2.92  -1.17  -1.97
C  -3.93  -1.73  -2.70
N  -3.95  -2.97  -3.20
C  -2.84  -3.80  -3.00
C  -3.03  0.25  -1.60
O  -3.94  2.39  -1.87
O  -2.51  0.57  -0.38
H  -7.27  -3.34  -3.95
H  -6.54  -1.78  -3.61
H  -6.52  -3.04  -2.37
H  -4.99  -3.08  -5.01
H  -6.03  -5.25  -4.63
H  -5.41  -5.30  -2.98
H  -3.71  -5.22  -5.52
H  -3.93  -6.63  -4.48
H  -1.58  -6.83  -3.81
H  0.12  -3.79  -1.34
H  -4.81  -1.13  -2.90

These are the Löwdin partial charges, in e, on atoms 1 to 6: 0.5631 -0.1936 -0.3779 -0.0384 -0.0852 -0.1330

Entry 3:
Below is C29H23N4O4Pb as an isolated structure, with properties calculated with ωB97M-V/def2-TZVPD.

E	-1831.79657	Ha
total charge	-1
orbital gap	0.19330	Eh
energy above the lowest of the compared OMol25 structures with the same formula, charge and spin	71.1	kJ/mol

CARTESIAN COORDINATES (ANGSTROEM)
Pb  0.09  -0.62  0.33
O  4.27  -1.06  1.60
C  3.22  -1.59  1.25
N  2.04  -1.52  1.89
C  1.82  -1.72  3.17
O  2.54  -2.33  3.97
C  0.48  -1.23  3.64
C  0.31  -1.02  5.01
C  -0.91  -0.58  5.48
C  -1.94  -0.38  4.56
C  -1.68  -0.62  3.23
N  -0.50  -1.02  2.77
C  3.15  -2.31  -0.07
C  4.31  -2.51  -0.82
C  4.23  -3.18  -2.02
C  2.99  -3.63  -2.46
C  1.89  -3.39  -1.64
N  1.97  -2.75  -0.49
H  1.15  -1.21  5.67
H  -1.08  -0.37  6.53
H  -2.91  -0.01  4.87
H  -2.45  -0.47  2.48
H  5.25  -2.13  -0.45
H  5.12  -3.35  -2.62
H  2.88  -4.15  -3.40
H  0.90  -3.72  -1.92
C  0.36  3.26  2.93
C  -0.11  4.26  2.09
C  -0.56  3.93  0.83
C  -0.58  2.60  0.40
C  -0.09  1.57  1.23
C  0.40  1.95  2.48
C  -1.09  2.24  -0.91
C  -2.02  3.08  -1.58
C  -2.43  2.78  -2.85
C  -1.93  1.62  -3.48
C  -2.27  1.26  -4.80
C  -1.80  0.09  -5.33
C  -0.99  -0.76  -4.57
C  -0.62  -0.43  -3.29
C  -1.07  0.78  -2.72
N  -0.68  1.10  -1.46
H  0.71  3.50  3.93
H  -0.10  5.29  2.42
H  -0.88  4.73  0.17
H  0.81  1.20  3.13
H  -2.43  3.93  -1.06
H  -3.15  3.39  -3.36
H  -2.89  1.92  -5.38
H  -2.07  -0.19  -6.34
H  -0.65  -1.69  -5.00
H  0.01  -1.08  -2.71
C  -3.32  -0.49  -0.25
C  -2.22  -1.49  0.12
O  -2.51  -2.67  0.18
H  -4.31  -0.96  -0.23
H  -3.11  -0.15  -1.26
H  -3.30  0.38  0.42
O  2.69  0.76  -1.80
H  1.81  0.75  -1.40
H  3.28  0.39  -1.13

These are the Löwdin partial charges, in e, on atoms 1 to 6: 1.3023 0.0474 -0.4895 0.0404 -0.4940 0.0270

Entry 4:
Below is C29H24BBaCl2F4IN4S as an isolated structure, with properties calculated with ωB97M-V/def2-TZVPD.

E	-3404.94821	Ha
total charge	-2
orbital gap	0.21984	Eh
energy above the lowest of the compared OMol25 structures with the same formula, charge and spin	32.9	kJ/mol

CARTESIAN COORDINATES (ANGSTROEM)
Ba  0.09  -0.40  -0.57
C  -1.43  -0.17  -5.33
C  -0.49  -0.21  -4.16
N  -0.53  -1.09  -3.23
N  -1.50  -2.05  -3.28
C  -1.25  -3.09  -2.50
N  -2.29  -3.99  -2.45
S  0.15  -3.46  -1.57
C  0.59  0.80  -4.05
C  1.04  1.47  -5.19
C  2.09  2.36  -5.09
C  2.67  2.57  -3.85
C  2.14  1.90  -2.77
N  1.14  1.03  -2.86
H  -2.31  -0.75  -5.08
H  -0.97  -0.61  -6.22
H  -1.71  0.86  -5.54
H  -3.02  -3.88  -3.13
H  -2.07  -4.90  -2.09
H  0.56  1.29  -6.15
H  2.46  2.87  -5.97
H  3.49  3.27  -3.72
H  2.54  2.06  -1.77
I  3.71  -1.28  -1.17
C  4.20  -1.65  0.85
C  5.36  -2.32  1.10
C  5.73  -2.58  2.44
C  4.92  -2.16  3.46
C  3.72  -1.46  3.20
C  2.89  -1.03  4.27
C  1.72  -0.38  3.99
C  1.34  -0.14  2.65
C  2.09  -0.50  1.55
C  3.31  -1.19  1.86
H  5.99  -2.64  0.29
H  6.65  -3.12  2.65
H  5.20  -2.36  4.49
H  3.20  -1.23  5.29
H  1.08  -0.05  4.81
H  0.37  0.35  2.51
F  -1.37  1.72  -1.63
B  -1.64  2.89  -2.42
F  -1.96  2.48  -3.73
F  -0.47  3.68  -2.44
F  -2.69  3.60  -1.86
Cl  2.81  4.22  1.97
C  1.31  3.24  1.94
Cl  0.58  3.19  0.34
H  0.61  3.70  2.62
H  1.58  2.23  2.23
C  -4.48  1.77  3.80
C  -3.48  2.29  2.95
C  -2.76  1.45  2.15
C  -2.98  0.04  2.13
C  -2.17  -0.80  1.29
C  -2.50  -2.14  1.34
C  -3.54  -2.67  2.15
C  -4.28  -1.85  2.96
C  -4.01  -0.46  2.98
C  -4.74  0.43  3.81
H  -5.05  2.44  4.44
H  -3.29  3.36  2.93
H  -2.01  1.84  1.47
H  -1.94  -2.86  0.74
H  -3.74  -3.74  2.13
H  -5.07  -2.25  3.59
H  -5.52  0.02  4.45

These are the Löwdin partial charges, in e, on atoms 1 to 6: 1.4754 -0.0453 -0.3004 -0.1084 -0.0379 -0.9674

Q: The highest E belongs to which entry?
A: C29H23N4O4Pb